Model i:
Entry from the OMol25 dataset: a single C4H4ClF molecule (wB97M-V/def2-TZVPD).

The frontier orbital gap is 10.017 eV. Its charge is 0. The HOMO energy is -9.18 eV.

Each line ends with the Löwdin charge.
Positions of all 10 atoms, in Å:
1 C 1.764 -0.817 0.050  0.07
2 C 0.769 0.027 0.011  -0.35
3 F 0.937 1.258 0.589  -0.03
4 C -0.667 -0.207 -0.275  -0.14
5 C -1.542 0.698 -0.122  -0.69
6 Cl -1.468 2.287 0.244  0.74
7 H 1.556 -1.862 -0.326  0.09
8 H 2.636 -0.878 0.647  0.06
9 H -1.249 -1.103 -0.620  0.14
10 H -2.736 0.596 -0.198  0.11

Model ii:
Entry from the OMol25 dataset: a single C4H4ClF molecule (wB97M-V/def2-TZVPD).

The frontier orbital gap is 11.016 eV. Its charge is 0. The HOMO energy is -10.29 eV.

Each line ends with the Löwdin charge.
Positions of all 10 atoms, in Å:
1 F -2.194 -1.897 -1.802  -0.06
2 C -1.678 -0.599 -1.728  -0.21
3 C -0.765 -0.429 -0.611  0.02
4 C -0.002 -0.264 0.314  -0.10
5 C 0.952 -0.058 1.375  -0.56
6 Cl 1.766 1.552 1.224  0.52
7 H -2.561 0.074 -1.640  0.13
8 H -1.161 -0.437 -2.672  0.12
9 H 1.830 -0.712 1.253  0.08
10 H 0.585 -0.130 2.370  0.06

Least stable: model i

Model i:
Entry from the OMol25 dataset: 2 unconnected molecules or ions with the total composition C4H13N2 (wB97M-V/def2-TZVPD).

The frontier orbital gap is 5.138 eV. Its charge is +1. The HOMO energy is -14.63 eV.

Each line ends with the Löwdin charge.
Positions of all 19 atoms, in Å:
1 C 0.964 -1.356 2.224  -0.15
2 N 0.374 -0.038 2.671  0.14
3 C 0.446 -1.454 0.795  -0.19
4 N 0.707 -0.273 0.009  0.35
5 C -0.323 1.320 -2.470  -0.15
6 C -1.698 1.213 -1.758  -0.16
7 H 1.984 -1.427 2.061  0.10
8 H 0.640 -2.192 2.860  0.15
9 H 0.823 0.334 3.470  0.09
10 H 0.502 0.583 1.832  0.09
11 H 0.765 -2.376 0.246  0.17
12 H -0.683 -1.536 0.907  0.16
13 H -0.492 1.477 -3.513  0.06
14 H 1.619 -0.285 -0.306  0.08
15 H 0.229 2.212 -2.207  0.06
16 H 0.313 0.482 -2.236  0.03
17 H -2.420 2.022 -1.853  0.07
18 H -2.258 0.307 -2.030  0.07
19 H -1.490 0.985 -0.700  0.03

Model ii:
Entry from the OMol25 dataset: a gas-phase ion, C4H13N2 (charge +1) (wB97M-V/def2-TZVPD).

The frontier orbital gap is 11.336 eV. Its charge is +1. The HOMO energy is -14.27 eV.

Each line ends with the Löwdin charge.
Positions of all 19 atoms, in Å:
1 C -2.452 -0.609 0.530  0.00
2 N -0.984 -0.388 0.555  -0.06
3 C -0.274 -0.832 -0.666  -0.16
4 C 1.250 -0.550 -0.575  -0.18
5 C 1.737 0.911 -0.519  -0.25
6 N 0.995 1.541 0.625  -0.01
7 H -2.840 0.398 0.345  0.11
8 H -2.883 -0.952 1.484  0.11
9 H -2.706 -1.358 -0.242  0.11
10 H -0.569 -0.926 1.343  0.18
11 H -0.595 0.573 0.844  0.15
12 H -0.477 -1.892 -0.975  0.15
13 H -0.730 -0.236 -1.516  0.15
14 H 1.675 -0.931 -1.539  0.13
15 H 1.680 -1.033 0.310  0.12
16 H 1.767 1.436 -1.471  0.11
17 H 2.913 0.936 -0.409  0.15
18 H 1.558 1.385 1.478  0.11
19 H 0.936 2.525 0.399  0.09

Model iii:
Entry from the OMol25 dataset: a gas-phase ion, C4H13N2 (charge +1) (wB97M-V/def2-TZVPD).

The frontier orbital gap is 9.501 eV. Its charge is +1. The HOMO energy is -13.10 eV.

Each line ends with the Löwdin charge.
Positions of all 19 atoms, in Å:
1 N 1.940 0.571 0.583  0.01
2 C 1.412 0.412 -0.744  -0.28
3 C 0.011 1.003 -0.872  -0.19
4 C -1.051 0.730 0.186  -0.18
5 C -1.723 -0.630 0.068  -0.11
6 N -0.764 -1.706 0.613  0.20
7 H 2.607 1.310 0.697  0.08
8 H 2.390 -0.252 0.960  0.07
9 H 2.009 0.939 -1.486  0.12
10 H 1.361 -0.658 -0.947  0.10
11 H -0.339 0.770 -1.886  0.12
12 H 0.051 2.093 -0.913  0.12
13 H -0.655 0.753 1.183  0.11
14 H -1.838 1.449 0.115  0.12
15 H -2.625 -0.785 0.652  0.13
16 H -1.971 -0.963 -0.901  0.11
17 H -0.830 -1.783 1.630  0.17
18 H 0.194 -1.495 0.342  0.12
19 H -1.008 -2.643 0.284  0.17

Least stable: model i

Model i:
Entry from the OMol25 dataset: a gas-phase ion, C4H13N2 (charge +1) (wB97M-V/def2-TZVPD).

The frontier orbital gap is 11.758 eV. Its charge is +1. The HOMO energy is -14.69 eV.

Each line ends with the Löwdin charge.
Positions of all 19 atoms, in Å:
1 C -0.518 0.889 -1.988  -0.07
2 C 0.887 0.955 -1.288  -0.13
3 N 0.908 -0.050 -0.072  0.00
4 C 0.082 0.465 1.119  -0.13
5 C -0.319 -0.808 1.831  -0.25
6 N -0.703 -1.825 0.808  0.00
7 H -1.353 1.346 -1.435  0.08
8 H -0.405 1.557 -2.848  0.09
9 H -0.754 -0.111 -2.343  0.08
10 H 1.708 0.678 -2.036  0.15
11 H 1.092 1.958 -0.898  0.12
12 H 1.872 -0.172 0.278  0.18
13 H 0.464 -0.948 -0.388  0.13
14 H -0.861 0.948 0.726  0.13
15 H 0.817 1.300 1.488  0.17
16 H -1.107 -0.628 2.617  0.14
17 H 0.465 -0.974 2.536  0.11
18 H -1.693 -1.839 0.580  0.09
19 H -0.582 -2.743 1.311  0.12

Model ii:
Entry from the OMol25 dataset: 2 unconnected molecules or ions with the total composition C4H13N2 (wB97M-V/def2-TZVPD).

The frontier orbital gap is 4.980 eV. Its charge is +1. The HOMO energy is -14.02 eV.

Each line ends with the Löwdin charge.
Positions of all 19 atoms, in Å:
1 C 2.480 0.565 0.245  -0.05
2 C 1.137 0.659 -0.518  -0.21
3 C 0.302 -0.573 -0.471  -0.12
4 C -0.405 -0.911 0.829  -0.24
5 N -1.018 0.310 1.344  0.05
6 N -2.199 -0.067 -1.256  0.20
7 H 2.749 -0.300 0.845  0.08
8 H 2.555 1.454 0.871  0.09
9 H 3.376 0.604 -0.379  0.09
10 H 1.433 0.775 -1.551  0.12
11 H 0.624 1.591 -0.324  0.12
12 H 0.791 -1.479 -0.884  0.16
13 H -1.168 -1.674 0.611  0.12
14 H 0.423 -1.225 1.483  0.14
15 H -1.712 0.568 0.617  0.05
16 H -2.656 0.669 -1.813  0.08
17 H -1.522 0.138 2.217  0.10
18 H -0.662 -0.442 -1.218  0.14
19 H -2.885 -0.837 -1.226  0.08

Model iii:
Entry from the OMol25 dataset: a molecular structure, C4H13N2 (wB97M-V/def2-TZVPD).

The frontier orbital gap is 10.609 eV. Its charge is +1. The HOMO energy is -13.53 eV.

Each line ends with the Löwdin charge.
Positions of all 19 atoms, in Å:
1 C 1.984 0.091 -2.467  -0.08
2 C 1.031 0.700 -1.487  -0.14
3 C -0.185 0.237 -1.293  -0.15
4 N -1.102 0.790 -0.304  0.07
5 H 1.585 -0.843 -2.857  0.08
6 H 2.186 0.763 -3.298  0.09
7 H 2.934 -0.130 -1.982  0.08
8 H 1.363 1.569 -0.927  0.12
9 H -0.590 -0.612 -1.824  0.13
10 H -0.740 1.654 0.090  0.14
11 H -2.002 1.009 -0.725  0.14
12 H -1.285 -0.043 0.642  0.08
13 C -0.328 -0.454 2.660  -0.08
14 N -1.325 -0.902 1.654  0.00
15 H -0.346 -1.069 3.554  0.09
16 H -0.540 0.574 2.938  0.09
17 H 0.667 -0.495 2.223  0.09
18 H -1.072 -1.825 1.312  0.13
19 H -2.236 -1.013 2.091  0.13

Least stable: model ii

Model i:
Entry from the OMol25 dataset: a molecular structure, C32H38F6N9O4S2V (wB97M-V/def2-TZVPD).

As for the spin multiplicity: 4. The frontier orbital gap (spin up / spin down) is 7.143 / 8.455 eV. Its charge is +1. The HOMO energy (spin up / spin down) is -9.35 / -10.67 eV.

Each line ends with the Löwdin charge.
Positions of all 92 atoms, in Å:
1 V -0.384 -0.280 -0.329  0.78
2 C -0.452 3.393 -2.158  -0.20
3 C 0.742 3.601 -1.227  -0.18
4 N 0.755 2.714 -0.071  -0.06
5 C -0.152 3.062 0.994  -0.16
6 C -1.579 2.683 0.673  -0.25
7 C -2.614 3.529 1.047  -0.01
8 C -3.914 3.214 0.695  -0.03
9 C -4.135 2.072 -0.053  -0.01
10 C -3.053 1.263 -0.368  -0.27
11 C -3.291 0.001 -1.159  -0.15
12 N -2.082 -0.473 -1.855  -0.10
13 C -1.960 0.113 -3.217  -0.16
14 C -1.774 1.624 -3.240  -0.20
15 N -0.569 2.010 -2.557  -0.06
16 N -1.802 1.538 0.010  0.10
17 H -0.336 4.092 -3.002  0.12
18 H -1.382 3.681 -1.658  0.11
19 H 0.765 4.662 -0.936  0.12
20 H 1.655 3.407 -1.793  0.11
21 H 1.692 2.618 0.296  0.09
22 H -0.142 4.136 1.237  0.13
23 H 0.159 2.529 1.896  0.12
24 H -2.386 4.439 1.584  0.12
25 H -4.735 3.863 0.970  0.12
26 H -5.126 1.806 -0.396  0.12
27 H -4.107 0.179 -1.868  0.13
28 H -3.622 -0.779 -0.473  0.12
29 H -2.217 -1.469 -1.996  0.11
30 H -2.854 -0.137 -3.799  0.13
31 H -1.100 -0.355 -3.696  0.10
32 H -2.621 2.115 -2.751  0.11
33 H -1.820 1.936 -4.296  0.13
34 H 0.265 1.675 -3.023  0.11
35 F 0.825 -4.994 1.513  0.14
36 C 1.413 -3.931 2.064  -0.68
37 F 2.516 -4.308 2.683  0.18
38 F 0.574 -3.383 2.939  0.15
39 S 1.785 -2.726 0.722  0.64
40 O 0.459 -2.368 0.239  -0.36
41 O 2.598 -3.473 -0.204  -0.26
42 N 2.613 -1.612 1.413  -0.25
43 S 2.185 -0.145 1.764  0.64
44 O 3.159 0.819 1.380  -0.23
45 O 0.789 0.135 1.460  -0.37
46 C 2.202 -0.135 3.603  -0.68
47 F 1.317 -1.010 4.083  0.13
48 F 1.851 1.085 4.012  0.15
49 F 3.403 -0.429 4.062  0.18
50 N -4.031 0.309 9.751  0.18
51 C -3.779 0.036 8.665  -0.17
52 C -3.466 -0.304 7.302  -0.22
53 C -2.255 0.104 6.748  0.00
54 C -1.950 -0.228 5.440  0.01
55 C -2.867 -0.949 4.689  -0.18
56 C -4.077 -1.357 5.232  0.01
57 C -4.373 -1.040 6.545  0.00
58 N -2.558 -1.277 3.339  0.00
59 C -2.783 -2.480 2.705  -0.02
60 C -2.304 -2.328 1.444  -0.12
61 N -1.802 -1.056 1.283  0.00
62 C -1.971 -0.458 2.439  -0.12
63 H -1.552 0.664 7.348  0.13
64 H -0.995 0.049 5.013  0.11
65 H -4.788 -1.903 4.627  0.12
66 H -5.311 -1.349 6.983  0.13
67 H -3.215 -3.321 3.217  0.13
68 H -2.261 -3.061 0.656  0.11
69 H -1.695 0.558 2.670  0.14
70 C 2.312 -4.012 -3.602  0.02
71 N 1.253 -3.621 -2.640  -0.18
72 C 0.383 -4.772 -2.306  0.01
73 C 0.438 -2.424 -3.091  -0.11
74 C 1.263 -1.169 -3.066  -0.30
75 C 2.017 -0.885 -4.212  -0.08
76 C 2.938 0.146 -4.206  -0.08
77 C 3.112 0.860 -3.026  -0.08
78 C 2.301 0.604 -1.928  -0.14
79 C 1.286 -0.373 -1.900  -0.13
80 H 2.868 -4.845 -3.178  0.11
81 H 2.973 -3.168 -3.764  0.10
82 H 1.845 -4.310 -4.539  0.11
83 H 1.734 -3.346 -1.769  0.10
84 H -0.170 -5.069 -3.195  0.11
85 H -0.303 -4.474 -1.517  0.09
86 H 0.999 -5.598 -1.958  0.11
87 H -0.376 -2.362 -2.371  0.09
88 H 0.045 -2.687 -4.077  0.14
89 H 1.881 -1.475 -5.114  0.11
90 H 3.523 0.372 -5.087  0.10
91 H 3.870 1.633 -2.972  0.11
92 H 2.459 1.216 -1.051  0.06

Model ii:
Entry from the OMol25 dataset: a molecular structure, C32H38F6N9O4S2V (wB97M-V/def2-TZVPD).

As for the spin multiplicity: 4. The frontier orbital gap (spin up / spin down) is 6.751 / 6.531 eV. Its charge is +1. The HOMO energy (spin up / spin down) is -8.84 / -8.84 eV.

Each line ends with the Löwdin charge.
Positions of all 92 atoms, in Å:
1 V -0.709 -0.478 0.953  0.73
2 C -3.259 1.346 0.463  -0.17
3 C -3.456 0.557 1.756  -0.16
4 N -2.744 -0.718 1.707  -0.12
5 C -3.374 -1.687 0.816  -0.11
6 C -2.765 -1.593 -0.556  -0.25
7 C -3.434 -1.947 -1.710  0.00
8 C -2.734 -1.990 -2.913  -0.02
9 C -1.369 -1.722 -2.891  0.00
10 C -0.766 -1.359 -1.704  -0.23
11 C 0.701 -1.102 -1.530  -0.11
12 N 0.860 -0.083 -0.483  -0.05
13 C 0.762 1.292 -1.032  -0.30
14 C -1.528 2.175 -1.039  -0.14
15 N -1.836 1.497 0.204  -0.06
16 N -1.462 -1.242 -0.556  -0.02
17 H -3.766 2.321 0.554  0.14
18 H -3.695 0.801 -0.381  0.12
19 H -4.535 0.398 1.912  0.13
20 H -3.063 1.144 2.590  0.10
21 H -2.700 -1.092 2.651  0.13
22 H -4.469 -1.570 0.780  0.14
23 H -3.150 -2.696 1.184  0.14
24 H -4.483 -2.203 -1.670  0.12
25 H -3.234 -2.265 -3.826  0.11
26 H -0.781 -1.804 -3.790  0.12
27 H 1.182 -0.763 -2.473  0.10
28 H 1.167 -2.036 -1.190  0.14
29 H 1.798 -0.154 -0.096  0.10
30 H 1.953 2.739 -2.041  0.13
31 H 0.781 1.957 -0.159  0.12
32 H -2.410 2.171 -1.691  0.14
33 H -1.227 3.222 -0.865  0.15
34 H -1.421 2.011 0.977  0.07
35 F 3.340 2.939 3.583  0.13
36 C 2.359 3.600 2.957  -0.66
37 F 2.840 4.047 1.796  0.15
38 F 1.996 4.628 3.700  0.18
39 S 0.992 2.349 2.675  0.61
40 O 1.685 1.301 1.955  -0.33
41 O -0.072 2.960 1.942  -0.27
42 N 0.658 1.962 4.158  -0.26
43 S -0.805 1.368 4.269  0.62
44 O -1.878 2.295 4.200  -0.24
45 O -0.923 0.200 3.431  -0.32
46 C -0.785 0.683 6.021  -0.65
47 F 0.325 -0.041 6.218  0.12
48 F -1.827 -0.129 6.194  0.16
49 F -0.826 1.632 6.936  0.17
50 N -0.092 1.684 -10.575  0.18
51 C 0.068 1.628 -9.442  -0.18
52 C 0.238 1.543 -8.038  -0.23
53 C 1.084 0.589 -7.474  0.00
54 C 1.196 0.490 -6.100  0.00
55 C 0.474 1.350 -5.275  -0.18
56 C -0.337 2.329 -5.844  0.00
57 C -0.470 2.416 -7.213  0.00
58 N 0.587 1.293 -3.865  -0.06
59 C 1.797 0.994 -3.290  -0.16
60 C 1.953 1.641 -1.947  -0.10
61 N -0.472 1.466 -1.739  -0.04
62 C -0.482 1.536 -3.123  -0.06
63 H 1.644 -0.075 -8.117  0.13
64 H 1.843 -0.266 -5.681  0.12
65 H -0.859 3.024 -5.206  0.12
66 H -1.108 3.166 -7.651  0.13
67 H 2.637 1.042 -3.961  0.10
68 H 2.893 1.351 -1.479  0.12
69 H -1.448 1.632 -3.580  0.14
70 C 3.612 -0.505 4.325  0.02
71 N 2.957 -1.482 3.445  -0.16
72 C 3.478 -1.377 2.074  0.01
73 C 1.474 -1.304 3.444  -0.13
74 C 0.781 -2.467 2.781  -0.25
75 C 0.956 -3.710 3.391  -0.06
76 C 0.412 -4.855 2.845  -0.08
77 C -0.274 -4.744 1.647  -0.08
78 C -0.453 -3.502 1.060  -0.12
79 C 0.018 -2.294 1.612  -0.15
80 H 4.693 -0.586 4.234  0.11
81 H 3.329 -0.668 5.361  0.11
82 H 3.307 0.497 4.032  0.09
83 H 3.136 -2.434 3.792  0.18
84 H 3.276 -0.366 1.717  0.09
85 H 2.963 -2.096 1.435  0.11
86 H 4.550 -1.572 2.060  0.11
87 H 1.252 -0.384 2.915  0.06
88 H 1.150 -1.209 4.478  0.12
89 H 1.482 -3.778 4.338  0.11
90 H 0.522 -5.813 3.331  0.10
91 H -0.693 -5.624 1.179  0.10
92 H -0.984 -3.481 0.114  0.09

Least stable: model ii

Model i:
Entry from the OMol25 dataset: a single C2ClF2N molecule (wB97M-V/def2-TZVPD).

The frontier orbital gap is 13.126 eV. Its charge is 0. The HOMO energy is -12.55 eV.

Each line ends with the Löwdin charge.
Positions of all 6 atoms, in Å:
1 N -0.855 1.927 -0.621  0.20
2 C -0.418 0.918 -0.285  -0.16
3 C 0.103 -0.398 0.147  -0.96
4 F -0.667 -1.372 -0.331  0.08
5 F 0.074 -0.459 1.490  0.07
6 Cl 1.763 -0.616 -0.400  0.77

Model ii:
Entry from the OMol25 dataset: a single C2ClF2N molecule (wB97M-V/def2-TZVPD).

The frontier orbital gap is 12.652 eV. Its charge is 0. The HOMO energy is -12.02 eV.

Each line ends with the Löwdin charge.
Positions of all 6 atoms, in Å:
1 N 2.039 -0.731 -0.043  0.19
2 C 0.917 -0.462 -0.151  -0.23
3 C -0.390 0.278 -0.019  -0.95
4 F -0.707 1.169 -0.960  0.10
5 F -0.467 0.888 1.174  0.08
6 Cl -1.393 -1.141 -0.002  0.80

Least stable: model ii

Model i:
Entry from the OMol25 dataset: a gas-phase ion, C6H10N5 (charge +1) (wB97M-V/def2-TZVPD).

The frontier orbital gap (spin up / spin down) is 5.668 / 5.667 eV. Its charge is +1. The HOMO energy (spin up / spin down) is -12.08 / -12.08 eV.

Each line ends with the Löwdin charge.
Positions of all 21 atoms, in Å:
1 N 0.952 1.555 -1.295  0.15
2 C 1.361 0.575 -0.450  -0.59
3 C 2.190 0.852 0.752  0.01
4 N 0.782 0.396 0.908  0.00
5 C 0.500 -1.035 1.008  -0.22
6 C -0.906 -1.528 0.913  0.16
7 C -1.982 -0.867 0.338  -0.08
8 N -1.788 0.348 -0.076  0.10
9 N -2.778 1.063 -0.588  0.20
10 C 1.154 -1.571 -0.320  -0.03
11 N 1.504 -0.657 -1.099  0.20
12 H 0.571 2.450 -1.072  0.10
13 H 1.052 1.438 -2.239  0.06
14 H 2.851 0.118 1.212  0.12
15 H 2.290 1.843 1.140  0.11
16 H 1.128 -1.298 1.886  0.17
17 H -0.953 -2.488 1.235  0.11
18 H -2.899 -1.291 0.241  0.10
19 H -2.603 1.872 -1.142  0.14
20 H -3.667 0.759 -0.754  0.10
21 H 1.242 -2.535 -0.600  0.09

Model ii:
Entry from the OMol25 dataset: a gas-phase ion, C6H10N5 (charge +1) (wB97M-V/def2-TZVPD).

The frontier orbital gap (spin up / spin down) is 7.363 / 7.365 eV. Its charge is +1. The HOMO energy (spin up / spin down) is -12.34 / -12.35 eV.

Each line ends with the Löwdin charge.
Positions of all 21 atoms, in Å:
1 C -2.247 0.304 2.044  -0.26
2 C -0.008 1.244 -0.457  -0.20
3 C 1.017 -0.833 -0.720  -0.36
4 C -1.259 -0.761 -0.263  0.01
5 C 0.127 2.725 -0.430  0.00
6 C 2.298 -1.476 -0.656  0.02
7 N -1.798 1.170 1.110  0.06
8 N 0.960 0.432 -0.815  0.21
9 N -2.304 -0.926 1.722  0.11
10 N -1.134 0.582 0.093  -0.03
11 N -0.190 -1.377 -0.777  0.19
12 H -2.604 0.808 3.034  0.17
13 H -2.229 -1.174 -0.488  0.16
14 H -0.766 3.317 -0.841  0.12
15 H 1.022 2.996 -1.088  0.12
16 H -0.035 3.246 0.583  0.13
17 H 3.014 -0.723 -0.465  0.08
18 H 2.700 -2.255 -1.400  0.14
19 H 2.267 -2.052 0.366  0.15
20 H -2.368 -1.604 2.349  0.02
21 H -0.315 -2.328 -1.046  0.18

Least stable: model i